DFT (ωB97M-V/def2-TZVPD) results for a structure of composition C35H31CdN12O5S3.

Energy above the lowest of the compared OMol25 structures with the same formula, charge and spin   1.555 eV
Orbital gap (spin up / spin down)   0.1534 / 0.1811 hartree
Charge   -1
HOMO energy (spin up / spin down)   -2.87 / -3.64 eV

Each line ends with the Löwdin charge.
Element x y z (Å)
Cd1 -0.38 -0.29 1.16  1.25
C1 1.50 0.51 -2.37  -0.04
C2 1.91 0.38 -0.94  -0.23
N1 1.48 1.27 0.02  -0.04
N2 2.29 1.37 1.15  0.00
C3 1.84 1.39 2.35  -1.16
S1 0.32 1.09 3.04  0.47
S2 3.11 1.87 3.52  0.86
C4 3.25 3.66 3.06  -0.40
C5 4.31 3.86 2.04  -0.31
C6 4.01 3.84 0.68  -0.04
C7 5.01 3.96 -0.26  -0.08
C8 6.32 4.13 0.13  -0.11
C9 6.63 4.18 1.48  -0.10
C10 5.63 4.04 2.43  -0.06
C11 2.79 -0.67 -0.57  -0.14
C12 3.79 -1.08 -1.47  -0.07
C13 4.64 -2.11 -1.20  -0.14
C14 4.51 -2.82 0.00  -0.13
C15 3.52 -2.50 0.88  -0.05
C16 2.60 -1.44 0.65  -0.43
O1 1.61 -1.27 1.43  -0.24
H1 2.07 1.28 -2.88  0.08
H2 1.68 -0.45 -2.87  0.08
H3 0.44 0.75 -2.47  0.07
H4 2.27 3.97 2.72  0.08
H5 3.50 4.15 4.00  0.07
H6 2.98 3.72 0.37  0.10
H7 4.76 3.91 -1.31  0.10
H8 7.11 4.21 -0.61  0.09
H9 7.66 4.33 1.79  0.09
H10 5.87 4.07 3.48  0.11
H11 3.93 -0.50 -2.38  0.10
H12 5.41 -2.39 -1.91  0.08
H13 5.19 -3.63 0.22  0.09
H14 3.38 -3.05 1.80  0.10
O2 -2.54 -3.16 -5.17  -0.04
N3 -3.06 -2.08 -4.84  -0.39
O3 -3.92 -1.55 -5.56  -0.04
C17 -2.72 -1.44 -3.66  -0.13
C18 -3.39 -0.24 -3.37  0.02
C19 -3.14 0.49 -2.22  -0.17
C20 -3.83 1.70 -1.89  -0.02
C21 -3.56 2.33 -0.71  -0.07
C22 -2.59 1.79 0.16  -0.19
N4 -1.91 0.69 -0.14  0.01
C23 -2.17 0.03 -1.28  -0.18
C24 -1.48 -1.21 -1.55  -0.18
N5 -0.60 -1.63 -0.63  0.02
C25 0.01 -2.80 -0.78  -0.13
C26 -0.18 -3.59 -1.90  -0.03
C27 -1.05 -3.16 -2.89  0.02
C28 -1.75 -1.95 -2.73  -0.05
H15 -4.12 0.11 -4.08  0.11
H16 -4.57 2.07 -2.58  0.11
H17 -4.07 3.24 -0.43  0.11
H18 -2.35 2.27 1.10  0.10
H19 0.68 -3.10 0.01  0.11
H20 0.35 -4.52 -2.00  0.11
H21 -1.21 -3.75 -3.77  0.09
S3 -3.62 0.53 3.81  0.61
C29 -4.30 -0.69 2.94  -0.93
N6 -4.51 -0.47 1.58  0.08
C30 -5.06 -1.40 0.78  -0.07
C31 -5.48 -2.59 1.33  -0.09
C32 -5.25 -2.76 2.71  -0.15
N7 -4.68 -1.86 3.47  0.06
H22 -4.14 0.40 1.21  0.09
H23 -5.17 -1.16 -0.27  0.13
H24 -5.96 -3.35 0.74  0.10
H25 -5.54 -3.67 3.22  0.11
N8 -2.96 -4.85 1.31  0.14
N9 -2.37 -3.80 1.94  -0.28
N10 -1.75 -3.92 3.09  0.14
C33 -1.28 -2.69 3.27  -0.17
N11 -1.60 -1.90 2.25  -0.06
N12 -2.31 -2.62 1.42  0.07
H26 -3.38 -5.49 1.98  0.10
H27 -3.61 -4.51 0.61  0.09
H28 -0.71 -2.37 4.12  0.12
C34 -0.26 3.93 -1.68  -0.03
O4 0.46 2.73 -1.46  -0.06
C35 0.69 2.40 -0.16  -0.56
O5 0.31 3.08 0.76  0.02
H29 0.23 4.45 -2.50  0.09
H30 -0.26 4.54 -0.77  0.09
H31 -1.29 3.69 -1.95  0.08

=====

DFT (ωB97M-V/def2-TZVPD) results for a structure of composition C35H31Cl4EuN5O6S.

Energy above the lowest of the compared OMol25 structures with the same formula, charge and spin   0.286 eV
Orbital gap (spin up / spin down)   0.2782 / 0.2792 hartree
Charge   -1
2S+1   7
HOMO energy (spin up / spin down)   -5.28 / -5.30 eV

Each line ends with the Löwdin spin population.
Element x y z (Å)
Eu1 0.23 -0.79 -0.46  6.04
C1 0.38 3.46 1.62  0.00
C2 0.03 2.29 0.76  0.00
N1 0.57 1.14 0.88  -0.01
N2 1.50 0.91 1.85  0.00
C3 1.58 -0.38 2.12  0.00
O1 0.80 -1.28 1.65  -0.01
C4 2.65 -0.77 3.08  0.00
C5 2.88 -2.12 3.32  0.00
C6 3.90 -2.52 4.18  0.00
C7 4.68 -1.56 4.82  0.00
C8 4.44 -0.21 4.59  0.00
C9 3.44 0.18 3.72  0.00
C10 -1.08 2.39 -0.23  0.00
C11 -1.68 3.60 -0.53  0.00
C12 -2.78 3.62 -1.37  0.00
C13 -3.26 2.43 -1.88  0.00
C14 -2.59 1.26 -1.54  0.00
N3 -1.53 1.24 -0.74  0.00
H1 1.12 3.14 2.35  0.00
H2 -0.50 3.83 2.14  0.00
H3 0.80 4.28 1.03  0.00
H4 2.26 -2.85 2.82  0.00
H5 4.08 -3.57 4.34  0.00
H6 5.47 -1.87 5.49  0.00
H7 5.05 0.54 5.09  0.00
H8 3.25 1.23 3.52  0.00
H9 -1.29 4.52 -0.11  0.00
H10 -3.26 4.56 -1.62  0.00
H11 -4.12 2.39 -2.54  0.00
H12 -2.92 0.30 -1.93  0.00
Cl1 -1.10 0.43 -8.07  0.00
C15 -0.68 0.44 -6.37  0.00
C16 -0.87 1.61 -5.62  0.00
C17 -0.54 1.65 -4.29  0.00
C18 0.01 0.52 -3.62  0.00
O2 0.35 0.57 -2.39  -0.01
C19 0.14 -0.67 -4.40  0.00
C20 0.58 -1.89 -3.79  0.00
O3 0.66 -2.09 -2.59  0.00
C21 -0.18 -0.68 -5.77  0.00
H13 -1.28 2.49 -6.11  0.00
H14 -0.67 2.56 -3.71  0.00
H15 0.84 -2.72 -4.48  0.00
H16 -0.03 -1.59 -6.34  0.00
C22 -6.23 -2.37 2.19  0.00
C23 -4.92 -2.94 2.73  0.00
N4 -3.86 -1.94 2.89  0.00
C24 -3.61 -1.42 4.23  0.00
C25 -4.48 -0.22 4.59  0.00
C26 -3.17 -1.48 1.81  0.00
S1 -2.08 -0.20 1.94  0.00
N5 -3.58 -2.05 0.64  0.00
C27 -2.81 -2.21 -0.40  0.00
O4 -1.55 -2.06 -0.48  -0.01
C28 -3.51 -2.66 -1.66  0.00
C29 -2.91 -2.43 -2.89  0.00
C30 -3.55 -2.79 -4.07  0.00
C31 -4.78 -3.43 -4.02  0.00
C32 -5.38 -3.67 -2.79  0.00
C33 -4.75 -3.28 -1.62  0.00
H17 -6.98 -3.16 2.11  0.00
H18 -6.06 -1.95 1.20  0.00
H19 -6.61 -1.58 2.84  0.00
H20 -4.57 -3.73 2.08  0.00
H21 -5.09 -3.38 3.72  0.00
H22 -2.56 -1.15 4.29  0.00
H23 -3.80 -2.24 4.93  0.00
H24 -4.30 0.59 3.87  0.00
H25 -4.22 0.14 5.59  0.00
H26 -5.54 -0.47 4.58  0.00
H27 -1.94 -1.95 -2.92  0.00
H28 -3.07 -2.59 -5.02  0.00
H29 -5.28 -3.73 -4.94  0.00
H30 -6.35 -4.16 -2.75  0.00
H31 -5.22 -3.45 -0.65  0.00
Cl2 3.45 -3.58 -2.23  0.00
C34 3.09 -3.19 -0.52  0.00
Cl3 1.37 -3.52 -0.15  0.00
Cl4 4.08 -4.24 0.50  0.00
C35 3.45 -1.64 -0.30  0.00
O5 4.57 -1.41 0.07  0.00
O6 2.48 -0.85 -0.58  -0.01

=====

DFT (ωB97M-V/def2-TZVPD) results for a structure of composition C35H31N12SeTc.

Energy above the lowest of the compared OMol25 structures with the same formula, charge and spin   2.021 eV
Orbital gap (spin up / spin down)   0.1454 / 0.1492 hartree
Charge   +3
2S+1   4
HOMO energy (spin up / spin down)   -14.16 / -14.64 eV

Each line ends with the Löwdin spin population.
Element x y z (Å)
Tc1 0.34 0.70 0.05  1.74
C1 -1.07 -3.32 0.89  0.00
C2 -0.87 -2.10 0.25  0.03
N1 0.14 -1.29 0.61  0.03
C3 0.99 -1.73 1.58  0.01
C4 0.80 -2.97 2.15  0.00
N2 -0.23 -3.76 1.82  0.01
C5 2.01 -0.74 2.00  0.01
C6 3.09 -0.95 2.83  0.00
C7 3.97 0.11 3.10  0.00
C8 3.64 1.38 2.61  0.01
C9 2.52 1.54 1.84  0.00
N3 1.77 0.48 1.48  0.00
C10 1.96 2.82 1.32  0.01
C11 2.25 4.06 1.85  0.00
N4 1.64 5.17 1.43  0.01
C12 0.73 5.05 0.47  0.00
C13 0.40 3.82 -0.07  0.02
N5 1.00 2.70 0.36  0.02
C14 5.20 -0.11 3.88  0.00
C15 5.87 -1.32 3.82  0.00
C16 7.00 -1.50 4.60  0.00
N6 7.49 -0.55 5.41  0.00
C17 6.85 0.63 5.45  0.00
C18 5.71 0.89 4.71  0.00
H1 -1.91 -3.95 0.64  0.00
H2 -1.53 -1.76 -0.54  0.02
H3 1.48 -3.34 2.91  0.00
H4 3.25 -1.92 3.28  0.00
H5 4.27 2.23 2.82  0.00
H6 2.98 4.17 2.65  0.00
H7 0.23 5.96 0.14  0.00
H8 -0.33 3.72 -0.85  0.00
H9 5.54 -2.12 3.16  0.00
H10 7.54 -2.44 4.59  0.00
H11 7.26 1.38 6.12  0.00
H12 5.22 1.85 4.80  0.00
N7 3.23 -0.95 -0.94  0.01
C19 2.76 -0.07 -1.83  0.01
N8 3.53 0.27 -2.84  0.00
C20 3.01 1.09 -3.75  0.01
N9 3.78 1.56 -4.71  0.02
N10 1.69 1.45 -3.78  0.02
C21 1.02 1.12 -2.73  0.01
N11 1.50 0.45 -1.64  0.01
C22 -0.43 1.45 -2.67  0.01
C23 -1.12 1.98 -3.73  0.00
C24 -2.48 2.23 -3.58  0.02
C25 -3.10 1.90 -2.38  0.00
C26 -2.34 1.37 -1.36  0.02
N12 -1.02 1.15 -1.49  0.01
H13 4.11 -1.39 -1.17  0.00
H14 2.60 -1.45 -0.35  0.00
H15 4.76 1.31 -4.73  0.00
H16 3.40 2.14 -5.43  0.00
H17 -0.59 2.20 -4.64  0.00
H18 -3.05 2.67 -4.39  0.00
H19 -4.16 2.07 -2.23  0.00
H20 -2.79 1.12 -0.40  0.00
C27 -4.08 -6.66 -5.85  0.03
C28 -3.22 -5.57 -5.29  0.13
C29 -3.68 -4.24 -5.23  0.01
C30 -2.91 -3.22 -4.73  0.07
C31 -3.45 -1.81 -4.70  0.01
C32 -1.60 -3.55 -4.25  0.11
Se1 -0.56 -2.22 -3.50  0.51
C33 -1.09 -4.89 -4.33  0.07
C34 0.33 -5.24 -3.94  0.01
C35 -1.92 -5.86 -4.83  0.00
H21 -5.10 -6.33 -6.00  0.00
H22 -4.06 -7.54 -5.20  0.01
H23 -3.67 -6.98 -6.81  0.01
H24 -4.68 -4.01 -5.60  0.00
H25 -4.41 -1.76 -5.22  0.00
H26 -2.76 -1.12 -5.18  0.00
H27 -3.60 -1.48 -3.67  0.00
H28 0.65 -4.70 -3.05  0.00
H29 1.01 -4.96 -4.75  0.00
H30 0.43 -6.31 -3.77  0.00
H31 -1.55 -6.88 -4.89  0.00

=====

DFT (ωB97M-V/def2-TZVPD) results for a structure of composition C35H31N9O2RuSe.

Orbital gap (spin up / spin down)   0.2878 / 0.1925 hartree
Charge   +2
2S+1   5
HOMO energy (spin up / spin down)   -13.70 / -13.69 eV

Each line ends with the Löwdin spin population.
Element x y z (Å)
Ru1 0.02 0.57 -0.02  2.40
C1 0.25 2.53 2.97  0.02
C2 0.96 1.34 3.56  0.12
C3 1.81 1.55 4.61  0.01
C4 2.37 0.47 5.31  0.20
C5 2.07 -0.84 4.95  0.01
C6 1.22 -1.12 3.91  0.12
C7 1.07 -2.56 3.49  0.01
C8 0.63 -0.01 3.18  0.16
N1 -0.15 -0.22 2.10  0.27
C9 -1.10 -1.25 2.19  0.03
O1 -1.55 -1.67 3.23  0.07
C10 -1.54 -1.80 0.87  0.01
C11 -2.36 -2.90 0.73  0.00
C12 -2.66 -3.35 -0.56  0.01
C13 -2.12 -2.69 -1.66  0.00
C14 -1.31 -1.60 -1.44  0.01
N2 -1.04 -1.18 -0.20  0.00
C15 -0.64 -0.78 -2.51  0.02
O2 -0.67 -1.06 -3.67  0.07
N3 0.06 0.29 -1.96  0.13
C16 0.96 1.01 -2.82  0.02
C17 0.50 2.18 -3.44  0.00
C18 -0.94 2.58 -3.39  0.00
C19 1.42 2.93 -4.17  0.00
C20 2.74 2.51 -4.30  0.00
C21 3.14 1.32 -3.73  0.00
C22 2.25 0.53 -3.00  0.00
C23 2.68 -0.83 -2.54  0.00
H1 -0.35 3.01 3.74  0.01
H2 -0.42 2.26 2.15  0.00
H3 0.97 3.26 2.61  0.00
H4 2.03 2.56 4.94  0.00
H5 3.04 0.66 6.14  0.01
H6 2.55 -1.66 5.48  0.00
H7 2.00 -3.09 3.67  0.00
H8 0.81 -2.67 2.44  0.00
H9 0.28 -3.05 4.07  0.00
H10 -2.74 -3.38 1.61  0.00
H11 -3.30 -4.20 -0.70  0.00
H12 -2.31 -3.00 -2.68  0.00
H13 -1.40 2.36 -2.43  0.00
H14 -1.51 2.02 -4.15  0.00
H15 -1.07 3.64 -3.61  0.00
H16 1.09 3.84 -4.66  0.00
H17 3.44 3.11 -4.87  0.00
H18 4.15 0.96 -3.89  0.00
H19 3.74 -0.85 -2.28  0.00
H20 2.53 -1.55 -3.34  0.00
H21 2.11 -1.19 -1.68  0.00
Se1 6.48 4.66 -1.50  0.00
N4 4.74 5.05 -1.51  0.00
C24 4.12 4.01 -1.01  0.00
C25 2.67 3.94 -0.87  0.00
C26 1.82 5.01 -1.18  0.01
C27 0.46 4.86 -1.01  0.00
C28 -0.02 3.63 -0.56  0.01
N5 0.77 2.60 -0.27  0.02
C29 2.11 2.76 -0.39  0.00
C30 2.95 1.65 0.04  0.01
N6 2.30 0.58 0.55  0.10
C31 3.02 -0.45 0.99  0.02
C32 4.41 -0.47 0.95  0.00
C33 5.07 0.62 0.43  0.00
C34 4.33 1.71 -0.04  0.00
C35 4.94 2.91 -0.61  0.00
N7 6.23 3.05 -0.79  0.00
H22 2.25 5.93 -1.56  0.00
H23 -0.23 5.66 -1.22  0.00
H24 -1.08 3.47 -0.44  0.00
H25 2.46 -1.30 1.37  0.00
H26 4.94 -1.33 1.32  0.00
H27 6.15 0.65 0.37  0.00
N8 -2.94 0.84 1.52  0.01
N9 -2.42 1.39 0.30  0.09
H28 -3.95 0.95 1.55  0.00
H29 -2.56 1.37 2.30  0.00
H30 -2.72 2.36 0.16  0.00
H31 -2.86 0.87 -0.46  0.00